# C29H53FNO3P

One molecule with the formula C29H53FNO3P (wB97M-V/def2-TZVPD, the Open Molecules 2025 dataset).

Summary:
DFT total energy   -1858.4614 hartree
Total charge   0
SMILES   CCCCCCC[C@@]1(P(C)C)[C@@H]([C@@H](C)F)C(=O)N[C@@]1(CCCC(=O)O)CC[C@@H](C)CCC=C(C)C
Kohn-Sham gap   8.7 eV

Last column: Löwdin charge in e.
Atoms and positions in Å:
C -1.064 3.331 3.540  -0.098
C 0.206 3.423 4.411  -0.246
C 0.672 2.054 4.920  -0.226
C 1.058 1.111 3.791  -0.213
C 2.387 1.493 3.087  -0.186
C 2.239 1.605 1.555  -0.207
C 2.190 0.195 0.973  -0.149
C 1.802 0.047 -0.519  -0.405
P 0.727 1.371 -1.264  1.021
C 1.579 2.992 -1.412  -0.261
C -0.769 1.620 -0.244  -0.238
C 3.056 -0.197 -1.395  -0.183
C 4.365 0.534 -1.099  -0.331
C 5.344 0.362 -2.271  -0.014
F 4.164 1.892 -0.909  -0.018
C 3.295 -1.715 -1.323  -0.375
O 4.250 -2.345 -1.721  0.121
N 2.170 -2.289 -0.649  0.105
C 1.032 -1.317 -0.811  -0.395
C 0.576 -1.588 -2.255  -0.119
C -0.889 -1.225 -2.614  -0.175
C -0.986 -0.657 -4.045  -0.094
C -0.914 0.845 -4.051  -0.522
O -1.723 1.534 -3.443  0.058
O 0.111 1.396 -4.755  0.082
C 0.009 -1.790 0.237  -0.119
C -0.616 -3.149 -0.052  -0.144
C -1.588 -3.530 1.085  -0.374
C -0.878 -3.787 2.418  -0.068
C -2.689 -2.492 1.292  -0.189
C -3.543 -2.226 0.048  -0.181
C -3.979 -0.777 -0.021  -0.091
C -4.249 -0.155 -1.181  -0.332
C -4.156 1.328 -1.380  -0.066
C -4.627 -0.977 -2.405  -0.040
H -0.788 3.425 2.492  0.051
H -1.793 4.089 3.804  0.067
H -1.508 2.340 3.628  0.068
H 0.994 3.829 3.777  0.093
H 0.029 4.063 5.271  0.100
H -0.187 1.606 5.428  0.108
H 1.469 2.127 5.657  0.110
H 0.284 1.051 3.023  0.087
H 1.161 0.090 4.161  0.107
H 3.145 0.745 3.311  0.108
H 2.711 2.458 3.476  0.102
H 1.330 2.175 1.385  0.075
H 3.089 2.182 1.202  0.103
H 1.508 -0.369 1.608  0.096
H 3.174 -0.239 1.163  0.118
H 2.428 2.850 -2.070  0.026
H 1.882 3.473 -0.485  0.030
H 0.898 3.668 -1.930  0.039
H -0.602 1.741 0.827  0.016
H -1.502 0.828 -0.374  0.006
H -1.236 2.540 -0.593  0.053
H 2.775 0.152 -2.395  0.136
H 4.841 0.092 -0.223  0.143
H 4.952 -0.303 -3.031  0.077
H 6.331 0.060 -1.942  0.082
H 5.450 1.335 -2.750  0.085
H 2.492 -2.335 0.317  0.139
H 1.228 -1.141 -2.999  0.109
H 0.661 -2.665 -2.384  0.127
H -1.529 -2.102 -2.616  0.090
H -1.321 -0.469 -1.965  0.078
H -0.210 -1.081 -4.679  0.118
H -1.936 -0.928 -4.503  0.120
H 0.455 2.111 -4.207  0.095
H 0.556 -1.921 1.166  0.099
H -0.742 -1.013 0.353  0.103
H 0.156 -3.913 -0.076  0.121
H -1.211 -3.150 -0.957  0.082
H -2.085 -4.462 0.804  0.140
H -0.550 -2.835 2.836  0.070
H -0.039 -4.471 2.328  0.080
H -1.607 -4.167 3.132  0.078
H -3.357 -2.875 2.065  0.117
H -2.294 -1.563 1.703  0.103
H -3.040 -2.461 -0.884  0.080
H -4.456 -2.827 0.117  0.119
H -4.113 -0.228 0.907  0.111
H -4.450 1.900 -0.499  0.083
H -3.128 1.603 -1.620  0.031
H -4.761 1.649 -2.225  0.074
H -3.734 -1.470 -2.800  0.059
H -5.063 -0.352 -3.174  0.075
H -5.318 -1.757 -2.100  0.080

Atomic forces in eV per Å
C 0.5 -0.4 0.1
C 0.0 -0.5 -0.2
C -0.9 -0.3 -0.3
C 0.9 -0.3 -0.3
C -0.6 0.1 -0.2
C 0.4 -0.1 1.1
C -0.3 0.2 -0.1
C -0.4 0.3 0.3
P -0.1 -0.3 -1.5
C -0.3 0.0 0.5
C 0.3 0.3 0.6
C -0.1 1.1 -0.4
C 0.6 -1.1 -0.7
C -0.2 0.7 -0.1
F -0.1 0.0 0.4
C -0.1 -0.5 -0.3
O -0.7 0.8 0.6
N 0.9 0.2 -0.5
C 1.4 -1.3 0.9
C -1.2 0.2 0.1
C 0.3 0.5 -0.7
C 0.1 0.0 -0.5
C -1.0 1.1 0.9
O 1.1 -0.8 -0.9
O 0.1 -0.8 0.3
C 0.3 0.3 -0.8
C -0.7 0.1 0.9
C 0.1 -0.1 0.2
C -0.5 0.5 -0.1
C -0.3 -0.4 0.0
C -1.1 0.7 0.5
C 0.0 0.3 -0.7
C -0.1 -0.3 0.1
C -0.5 0.2 0.2
C 1.0 0.1 0.5
H -0.2 0.2 -0.2
H -0.1 0.1 -0.1
H -0.3 0.0 0.2
H 0.2 0.4 0.3
H 0.1 0.3 0.0
H 0.0 0.0 0.2
H 0.2 0.1 0.0
H -0.3 0.2 0.1
H -0.1 0.0 0.2
H 0.2 0.1 0.1
H 0.2 0.0 0.1
H 0.0 0.0 -0.3
H 0.0 0.0 -0.4
H -0.1 0.0 -0.1
H 0.1 -0.2 -0.1
H 0.2 0.0 0.1
H 0.2 0.0 0.0
H -0.2 -0.1 0.0
H 0.0 0.0 0.1
H 0.1 -0.1 -0.1
H 0.0 0.1 -0.1
H 0.1 -0.4 -0.3
H -0.1 0.4 0.4
H 0.2 -0.3 0.1
H 0.0 -0.2 0.0
H 0.0 0.1 0.0
H -0.4 -0.4 0.1
H 0.2 0.2 0.1
H 0.2 -0.1 0.0
H 0.0 -0.1 0.3
H -0.1 -0.2 0.3
H 0.1 0.0 0.0
H -0.2 0.0 0.1
H -0.2 0.4 -0.1
H -0.1 0.3 0.2
H -0.2 -0.1 0.2
H 0.1 -0.1 -0.4
H 0.4 -0.1 -0.3
H 0.0 -0.1 -0.2
H 0.3 0.0 0.1
H 0.1 -0.1 0.0
H 0.1 -0.3 0.1
H 0.0 0.0 0.2
H 0.2 0.1 -0.1
H 0.1 -0.2 0.0
H 0.2 -0.4 -0.2
H 0.7 0.2 0.1
H 0.0 0.0 0.1
H -0.1 -0.1 -0.1
H -0.1 0.1 0.0
H -0.1 0.0 -0.3
H 0.0 0.0 -0.1
H -0.2 -0.1 -0.2

# C29H53N2O8S

A 3-piece molecular cluster, C29H53N2O8S overall (wB97M-V/def2-TZVPD, the Open Molecules 2025 dataset).

Summary:
DFT total energy   -2246.0842 hartree
Total charge   +1
Kohn-Sham gap   8.9 eV

Last column: Löwdin charge in e.
Atoms and positions in Å:
C 1.201 3.014 -0.399  0.058
C 1.423 1.800 -0.894  -0.137
N 1.098 0.527 -0.167  -0.156
C 1.933 0.558 1.101  -0.382
S 3.663 1.003 0.882  0.959
C 4.569 -0.585 0.932  -0.500
C 5.408 -0.716 2.209  -0.142
C 1.519 -0.560 -1.087  -0.256
N 1.658 -1.845 -0.377  0.194
C 2.467 -2.598 -0.902  -0.268
O 3.188 -3.360 -1.458  0.199
C 0.685 -0.611 -2.357  -0.058
C -0.830 -0.317 -2.220  -0.281
C -1.352 0.101 -3.614  -0.023
C -1.226 0.675 -1.110  -0.203
C -2.730 0.594 -0.750  -0.096
C -3.591 1.661 -1.471  -0.145
C -4.476 1.120 -2.593  -0.093
C -5.385 -0.009 -2.125  -0.495
O -6.227 0.208 -1.307  0.153
O -5.192 -1.213 -2.727  -0.012
C -4.825 -2.260 -1.795  -0.198
C -3.564 -2.989 -2.253  -0.044
C -0.367 0.497 0.152  -0.171
C -0.818 -0.662 1.021  -0.152
O -1.132 -1.810 0.265  -0.165
C -1.161 -2.986 1.045  -0.260
C -2.503 -3.195 1.751  -0.048
H 0.240 3.371 -0.046  0.083
H 2.015 3.717 -0.294  0.098
H 1.878 1.713 -1.865  0.133
H 1.477 1.314 1.724  0.101
H 1.892 -0.385 1.633  0.088
H 3.881 -1.422 0.914  0.053
H 5.237 -0.575 0.079  0.070
H 5.789 0.241 2.546  0.063
H 4.859 -1.265 2.966  0.063
H 6.273 -1.326 1.954  0.076
H 2.526 -0.278 -1.391  0.141
H 0.789 -1.602 -2.786  0.137
H 1.095 0.065 -3.105  0.121
H -1.313 -1.266 -2.017  0.106
H -2.310 -0.384 -3.759  0.060
H -1.430 1.179 -3.712  0.093
H -0.708 -0.336 -4.372  0.084
H -1.095 1.673 -1.528  0.126
H -2.818 0.847 0.302  0.115
H -3.092 -0.411 -0.927  0.103
H -2.988 2.487 -1.840  0.111
H -4.271 2.087 -0.739  0.115
H -5.155 1.921 -2.877  0.127
H -3.941 0.854 -3.497  0.094
H -4.716 -1.835 -0.802  0.102
H -5.654 -2.957 -1.756  0.122
H -3.118 -2.542 -3.136  0.073
H -2.824 -3.057 -1.459  0.052
H -3.840 -4.007 -2.515  0.078
H -0.555 1.395 0.739  0.156
H -1.730 -0.335 1.524  0.132
H -0.122 -0.936 1.816  0.126
H -0.319 -3.061 1.736  0.114
H -1.055 -3.807 0.341  0.116
H -2.640 -4.268 1.863  0.079
H -2.535 -2.743 2.736  0.075
H -3.310 -2.847 1.114  0.067
O -0.320 4.590 -1.914  0.064
C -0.291 5.792 -2.029  -0.513
O -0.128 6.538 -0.933  0.008
C 0.113 7.954 -0.963  -0.222
C -1.180 8.738 -1.030  -0.058
C -0.524 6.461 -3.360  0.023
H 0.800 8.213 -1.769  0.116
H 0.628 8.179 -0.032  0.125
H -1.733 8.527 -1.946  0.070
H -0.979 9.808 -0.988  0.087
H -1.828 8.470 -0.196  0.086
H -1.596 6.567 -3.520  0.102
H -0.111 5.824 -4.138  0.094
H -0.042 7.430 -3.457  0.076
O 2.168 -2.648 3.989  0.077
C 2.603 -3.661 4.474  -0.532
O 3.929 -3.866 4.491  -0.005
C 4.560 -4.935 5.210  -0.226
C 4.600 -6.209 4.394  -0.061
C 1.684 -4.747 4.978  0.015
H 4.089 -5.079 6.183  0.116
H 5.575 -4.594 5.403  0.125
H 3.598 -6.575 4.168  0.068
H 5.138 -6.990 4.931  0.086
H 5.100 -6.032 3.441  0.084
H 1.394 -5.382 4.142  0.097
H 0.795 -4.275 5.390  0.092
H 2.111 -5.357 5.769  0.074

Atomic forces in eV per Å
C -0.6 0.0 0.6
C 0.4 0.4 0.0
N -1.0 0.3 -1.0
C 0.7 -0.1 0.5
S -0.2 -0.1 -0.2
C 0.2 0.3 0.8
C 0.2 -0.4 -0.6
C 0.9 -0.6 -0.4
N 0.3 0.2 -0.4
C 1.0 -2.0 -1.4
O -1.6 1.8 1.7
C -0.9 0.3 0.3
C 0.1 -0.3 -0.5
C 0.0 -0.7 0.7
C 0.0 -0.7 -0.7
C 0.5 1.1 -0.3
C -0.4 -0.7 0.1
C -0.4 0.1 -0.5
C 0.2 0.9 -0.5
O -0.2 -0.5 0.6
O 0.8 0.1 0.4
C -0.4 -0.3 -0.3
C -0.3 -0.3 0.1
C -1.0 0.1 0.2
C -0.5 -0.5 0.3
O 0.6 0.3 -0.1
C -0.8 -0.7 -0.2
C 0.6 -0.2 -0.1
H 0.2 -0.5 1.5
H -0.2 0.7 -1.7
H 1.4 -0.6 0.5
H -0.1 0.2 0.0
H -0.2 -0.2 -0.2
H -0.1 0.0 -0.4
H -0.2 -0.1 -0.3
H -0.1 0.1 0.2
H -0.1 0.3 0.4
H 0.1 -0.1 0.1
H 0.1 0.3 0.1
H 0.1 -0.2 0.0
H 0.3 0.2 0.1
H 0.0 -0.1 0.4
H -0.3 0.3 -0.2
H 0.0 0.1 -0.2
H 0.2 0.2 -0.3
H 0.5 0.2 0.3
H -0.1 -0.3 0.2
H -0.1 -0.2 0.2
H 0.1 0.0 -0.1
H -0.1 0.1 0.1
H -0.1 0.1 -0.1
H 0.2 -0.2 0.0
H 0.0 0.1 0.1
H -0.2 0.0 0.1
H 0.0 0.2 0.0
H 0.1 0.2 0.0
H 0.1 -0.1 -0.1
H 0.3 0.1 0.2
H 0.0 0.2 0.2
H 0.3 0.2 0.0
H 0.1 0.3 0.1
H 0.2 0.0 -0.2
H -0.1 -0.1 0.2
H -0.2 0.2 0.1
H -0.1 0.2 0.0
O -0.1 -0.1 0.0
C -0.3 0.2 -0.3
O 0.3 -0.2 0.3
C -0.1 0.4 0.0
C -0.1 -0.1 -0.1
C 0.5 0.0 -0.2
H 0.0 -0.1 -0.1
H 0.0 -0.2 0.0
H 0.1 0.1 0.0
H 0.0 0.0 0.0
H 0.1 0.0 0.1
H 0.0 0.0 0.0
H -0.2 -0.1 0.0
H -0.2 0.1 0.1
O 0.1 0.2 -0.2
C -0.2 -0.4 0.0
O 0.1 0.5 0.0
C 0.1 -0.4 0.0
C -0.2 0.0 -0.1
C 0.0 0.1 0.5
H -0.1 0.0 0.0
H 0.0 0.2 -0.1
H 0.0 0.0 0.1
H 0.0 0.0 0.0
H 0.1 0.0 0.0
H 0.0 0.0 0.0
H -0.1 0.0 -0.2
H 0.1 -0.1 -0.1

# C29H54BBrCl2CsFKN4NaO15SV

C29H54BBrCl2CsFKN4NaO15SV as an isolated structure (wB97M-V/def2-TZVPD, the Open Molecules 2025 dataset).

Summary:
DFT total energy   -8227.5931 hartree
Total charge   +1
Kohn-Sham gap   1.5 eV

Last column: Löwdin charge in e.
Atoms and positions in Å:
C 7.481 -0.172 2.008  -0.266
O 7.623 1.048 1.236  -0.236
C 6.405 1.320 0.458  -0.148
C 5.246 1.942 1.358  -0.220
C 4.764 3.324 0.904  -0.181
C 3.962 3.312 -0.403  -0.176
C 2.888 2.214 -0.492  -0.226
C 1.576 2.597 0.234  -0.113
C 0.285 2.167 -0.518  -0.269
C 0.488 0.687 -0.869  -0.071
C -0.847 -0.035 -1.175  -0.223
C -1.500 -0.777 -0.009  -0.248
C -0.601 -1.852 0.535  -0.417
S -0.303 -2.950 -0.888  1.061
C 1.004 -3.981 -0.311  -0.655
N 2.125 -4.273 -0.831  0.086
N 2.735 -5.096 0.105  0.051
C 1.958 -5.233 1.084  -0.188
O 0.793 -4.540 0.901  0.020
C 0.293 3.155 -1.727  -0.385
O 0.999 3.177 -2.693  0.169
O -0.727 4.068 -1.602  0.045
C -1.767 3.262 -1.058  -0.663
Br -3.450 4.066 -0.701  0.999
C -1.058 2.551 0.102  -0.251
C -1.089 3.363 1.421  -0.030
B -2.188 2.876 2.443  -0.659
O -2.068 3.282 3.773  0.126
O -3.271 2.088 2.112  0.122
H 7.980 -0.111 3.040  0.062
H 7.979 -1.000 1.504  0.116
H 6.395 -0.482 2.193  0.093
H 6.729 2.019 -0.311  0.122
H 6.092 0.410 -0.058  0.115
H 5.689 2.092 2.384  -0.035
H 4.424 1.235 1.509  0.112
H 5.669 3.918 0.714  0.120
H 4.264 3.835 1.731  0.117
H 4.587 3.250 -1.295  0.093
H 3.439 4.272 -0.469  0.119
H 3.237 1.258 -0.102  0.081
H 2.726 2.032 -1.547  0.065
H 1.569 2.078 1.205  0.125
H 1.592 3.662 0.489  0.125
H 1.088 0.655 -1.783  0.129
H 1.050 0.160 -0.101  0.117
H -0.617 -0.823 -1.925  0.015
H -1.566 0.668 -1.614  0.108
H -2.429 -1.246 -0.360  0.127
H -1.817 -0.136 0.818  0.112
H -1.056 -2.397 1.364  0.091
H 0.358 -1.498 0.925  0.082
H 2.079 -5.775 2.004  0.131
H -2.022 2.482 -1.770  0.049
H -1.751 1.728 0.290  0.102
H -0.135 3.425 1.948  0.103
H -1.350 4.401 1.166  0.114
H -1.541 2.604 4.210  0.053
H -3.812 2.485 1.415  0.052
C -6.393 1.432 3.673  -0.071
O -6.673 1.028 2.335  -0.174
C -5.803 0.024 1.867  -0.280
C -6.448 -1.340 1.918  -0.231
O -6.698 -1.735 3.268  -0.153
C -8.032 -1.542 3.656  -0.415
H -7.257 1.985 4.040  0.096
H -6.218 0.578 4.330  0.089
H -5.520 2.090 3.692  0.090
H -4.862 0.038 2.429  0.131
H -5.571 0.258 0.800  0.000
H -5.760 -2.073 1.490  0.145
H -7.371 -1.364 1.320  0.004
H -8.656 -2.331 3.233  -0.340
H -8.424 -0.564 3.335  0.059
H -8.077 -1.595 4.740  0.121
K 6.607 1.200 3.441  1.101
C 7.954 1.574 -3.473  -0.106
C 6.992 1.302 -4.625  -0.251
C 5.586 1.858 -4.372  -0.163
C 4.996 1.243 -3.178  -0.182
N 4.534 0.761 -2.242  0.193
H 7.624 1.086 -2.553  0.054
H 8.946 1.188 -3.707  0.076
H 8.044 2.645 -3.281  0.079
H 6.936 0.225 -4.796  0.116
H 7.389 1.750 -5.536  0.113
H 4.939 1.653 -5.225  0.126
H 5.621 2.939 -4.229  0.125
C -2.798 -5.576 -0.832  -0.358
O -3.864 -5.135 -0.428  -0.012
N -2.625 -6.790 -1.374  -0.188
C -1.327 -7.241 -1.838  -0.043
C -3.770 -7.673 -1.502  -0.042
H -1.869 -4.991 -0.781  0.070
H -1.377 -7.468 -2.903  0.095
H -1.037 -8.143 -1.292  0.088
H -0.577 -6.470 -1.678  0.077
H -4.533 -7.196 -2.119  0.092
H -4.197 -7.866 -0.517  0.088
H -3.468 -8.612 -1.959  0.085
Cl -6.828 0.172 -0.858  0.046
F -0.874 -3.732 -3.294  -0.669
O 0.010 0.730 4.777  -0.612
V -0.073 0.715 6.468  1.110
O -0.176 0.748 8.133  -0.555
Na -1.412 -0.896 -3.634  0.718
O -4.243 4.390 -3.544  -0.392
Cl -3.699 3.313 -4.349  0.648
O -2.685 3.817 -5.226  -0.333
O -4.759 2.710 -5.113  -0.317
O -3.115 2.292 -3.480  -0.412
Cs -9.717 -2.203 2.025  1.596

Atomic forces in eV per Å
C 1.4 -2.7 -1.5
O -1.0 -1.0 1.0
C -0.3 0.2 0.4
C 1.2 0.3 0.5
C 0.8 -0.1 -0.6
C -0.9 -0.1 0.4
C -0.4 0.5 0.1
C 0.2 -0.2 0.8
C 1.0 1.1 -0.2
C -1.1 0.1 -1.1
C 0.2 -0.1 -0.3
C -0.4 0.1 0.1
C 0.6 -1.0 0.7
S 0.6 -0.5 -0.6
C -1.9 1.2 0.3
N 0.6 -0.1 -0.1
N 1.7 -0.5 -0.9
C -1.3 0.4 0.6
O 0.4 -0.5 0.5
C -0.4 -0.2 -1.0
O 0.3 -0.2 0.5
O -0.2 0.0 -0.3
C 0.9 -1.0 0.5
Br 0.2 0.5 0.4
C -1.6 0.1 1.4
C -0.1 0.1 -0.5
B 0.0 0.5 0.3
O 0.1 -0.7 -0.2
O -0.3 0.3 0.2
H 0.4 -0.8 -2.2
H -0.2 0.1 -0.2
H 1.4 -0.1 -0.9
H -0.1 0.1 0.2
H -0.1 0.0 0.1
H -2.6 1.8 -3.9
H 0.0 0.1 -0.2
H -0.1 0.0 0.2
H -0.3 -0.2 -0.1
H 0.3 -0.1 0.3
H 0.2 0.0 -0.2
H 0.1 0.1 -0.1
H -0.3 0.1 0.0
H -0.1 0.1 0.0
H -0.3 0.0 -0.3
H 0.1 -0.1 0.2
H -0.1 0.1 0.1
H 0.2 0.5 1.0
H 0.1 -0.1 0.0
H 0.1 0.0 0.0
H 0.2 0.2 -0.1
H -0.2 0.0 -0.2
H -0.1 0.2 -0.2
H 0.1 -0.1 0.0
H -0.2 0.5 -0.3
H 0.7 -0.4 -0.1
H 0.0 -0.1 -0.1
H 0.2 0.0 0.2
H 0.3 0.1 0.4
H 0.2 -0.3 -0.4
C 0.0 0.3 0.0
O -0.1 -0.3 0.3
C -0.1 0.3 0.4
C 0.4 -0.2 -0.3
O -0.3 0.1 0.2
C 3.0 0.2 2.9
H 0.0 0.0 -0.1
H 0.0 0.0 0.0
H 0.0 -0.1 0.1
H 0.0 -0.1 0.0
H -0.1 -0.1 -0.1
H -0.1 0.0 0.0
H 0.6 0.3 0.0
H 5.9 0.5 6.7
H 0.1 0.0 0.1
H 0.1 0.1 0.2
K -0.1 2.2 7.0
C 0.0 0.0 0.0
C 0.2 0.0 0.1
C 0.2 -0.2 0.0
C -0.2 0.1 -0.1
N 0.5 -0.2 -0.3
H 0.0 0.0 0.0
H 0.0 0.0 0.0
H 0.0 0.0 0.0
H -0.1 0.0 -0.1
H -0.1 0.0 0.0
H -0.1 0.0 0.1
H -0.1 0.0 0.0
C 0.1 0.2 0.0
O -0.1 -0.1 0.1
N 0.1 -0.1 0.0
C -0.2 -0.1 0.0
C 0.0 0.3 0.1
H -0.1 0.0 -0.1
H 0.1 0.0 0.0
H 0.1 0.0 -0.1
H -0.1 0.1 -0.1
H -0.1 -0.1 0.0
H -0.1 -0.1 0.0
H 0.1 0.0 0.0
Cl -0.1 0.0 -0.3
F -0.2 0.8 0.0
O -0.1 0.3 1.0
V -0.2 -0.3 0.5
O 0.1 0.1 -1.6
Na -0.3 -0.8 -0.7
O 0.2 -0.6 -0.2
Cl -0.3 0.6 -0.7
O 0.1 -0.1 0.2
O 0.0 -0.1 0.2
O 0.0 -0.3 0.1
Cs -9.2 -0.9 -9.8